[1]
Entry from the Open Molecules 2025 dataset: C68H57Br6N11O22 as an isolated structure in a non-equilibrium geometry (ωB97M-V/def2-TZVPD).

Maximum force in eV Å⁻¹: 3.467
DFT total energy in eV: -553097.049
Highest occupied orbital energy in eV: -9.7317

Each line ends with the Mulliken charge.
Atoms and positions in Å:
1 C -5.187 -0.967 -2.939  -1.219
2 C -4.942 -1.951 -1.936  -0.127
3 C -5.220 -3.265 -2.303  0.098
4 C -5.650 -3.609 -3.583  -0.346
5 C -5.870 -2.623 -4.556  -0.498
6 C -5.633 -1.300 -4.197  -0.802
7 N -5.925 -5.035 -3.955  1.137
8 O -6.002 -5.889 -3.075  -0.578
9 O -6.108 -5.349 -5.112  -0.620
10 H -5.020 0.066 -2.674  1.005
11 H -4.578 -1.691 -0.954  0.506
12 H -4.981 -4.039 -1.589  0.375
13 H -6.186 -2.906 -5.550  0.515
14 H -5.818 -0.504 -4.903  0.468
15 C 5.454 5.793 -0.360  -0.119
16 C 4.492 5.578 0.624  -0.809
17 C 4.955 5.691 1.996  -0.050
18 C 6.186 6.305 2.370  -0.100
19 C 7.025 6.708 1.310  -0.162
20 C 6.690 6.437 -0.067  -0.692
21 N 6.592 6.495 3.805  0.958
22 O 5.959 5.843 4.631  -0.568
23 O 7.447 7.357 3.951  -0.561
24 H 5.269 5.581 -1.403  0.406
25 H 3.513 5.166 0.430  0.438
26 H 4.162 5.423 2.678  0.421
27 H 8.001 7.147 1.451  0.409
28 H 7.397 6.725 -0.832  0.428
29 C 3.272 -1.886 -2.595  -0.528
30 C 4.263 -1.086 -3.142  -1.094
31 C 5.354 -0.691 -2.310  -0.725
32 C 5.537 -1.225 -1.025  -0.764
33 C 4.587 -2.085 -0.582  0.832
34 C 3.419 -2.352 -1.284  0.025
35 N 6.727 -0.874 -0.216  1.099
36 O 7.521 0.004 -0.453  -0.632
37 O 6.924 -1.523 0.820  -0.597
38 H 2.472 -2.169 -3.263  0.611
39 H 4.319 -0.608 -4.109  0.408
40 H 6.122 -0.039 -2.701  0.605
41 H 4.662 -2.436 0.436  0.443
42 H 2.625 -3.046 -1.050  0.150
43 C 4.275 0.240 2.091  0.036
44 C 4.785 1.364 1.498  -0.137
45 C 5.990 1.937 1.946  -0.478
46 C 6.702 1.350 2.984  -0.025
47 C 6.097 0.307 3.674  -0.882
48 C 4.942 -0.271 3.198  -0.202
49 N 8.048 1.800 3.351  1.061
50 O 8.219 2.976 3.105  -0.589
51 O 8.832 1.077 3.854  -0.610
52 H 3.377 -0.135 1.624  0.443
53 H 4.423 1.766 0.563  0.195
54 H 6.388 2.739 1.342  0.627
55 H 6.519 -0.186 4.537  0.415
56 H 4.563 -1.077 3.808  0.081
57 C -3.066 -5.482 -5.139  -0.504
58 C -2.390 -4.256 -5.211  -0.849
59 C -1.624 -3.916 -4.119  0.856
60 C -1.410 -4.886 -3.113  -0.416
61 C -2.048 -6.165 -3.140  -0.304
62 C -2.884 -6.481 -4.158  -0.757
63 N -0.561 -4.552 -1.980  1.042
64 O -0.595 -5.283 -0.998  -0.604
65 O 0.193 -3.579 -2.029  -0.387
66 H -3.759 -5.763 -5.918  0.422
67 H -2.523 -3.587 -6.048  0.514
68 H -1.272 -2.903 -4.240  0.108
69 H -1.881 -6.817 -2.295  0.475
70 H -3.326 -7.464 -4.090  0.412
71 C -4.117 -5.436 0.349  -0.208
72 C -5.520 -5.527 0.355  -0.521
73 C -6.274 -4.548 1.014  -0.189
74 C -5.657 -3.496 1.701  -0.361
75 C -4.244 -3.441 1.717  0.013
76 C -3.460 -4.433 1.117  -0.653
77 N -6.441 -2.604 2.555  1.009
78 O -5.927 -1.851 3.366  -0.586
79 O -7.650 -2.709 2.555  -0.615
80 H -3.492 -6.128 -0.195  0.325
81 H -6.036 -6.353 -0.112  0.351
82 H -7.350 -4.570 1.099  0.519
83 H -3.770 -2.647 2.276  0.500
84 H -2.381 -4.440 1.171  0.457
85 C -2.763 1.182 5.909  -0.452
86 C -3.899 1.448 6.705  -0.690
87 C -5.131 1.358 6.093  -0.364
88 C -5.280 0.899 4.786  -0.497
89 C -4.169 0.715 4.009  0.707
90 C -2.899 0.790 4.536  -0.950
91 N -6.679 0.743 4.225  1.047
92 O -6.883 0.830 3.011  -0.477
93 O -7.652 0.694 5.033  -0.634
94 H -1.789 1.233 6.372  0.425
95 H -3.788 1.627 7.764  0.430
96 H -6.023 1.393 6.700  0.524
97 H -4.225 0.375 2.986  0.583
98 H -2.062 0.289 4.073  0.419
99 C 1.309 -2.839 2.495  -0.575
100 C 1.317 -3.721 1.403  0.075
101 C 2.389 -4.557 1.194  -0.406
102 C 3.493 -4.444 2.095  -0.580
103 C 3.478 -3.586 3.144  -0.268
104 C 2.338 -2.856 3.384  -0.649
105 N 4.700 -5.263 1.783  1.125
106 O 4.697 -6.078 0.837  -0.594
107 O 5.680 -5.133 2.560  -0.617
108 H 0.544 -2.083 2.594  0.672
109 H 0.490 -3.727 0.709  0.354
110 H 2.234 -5.238 0.370  0.544
111 H 4.267 -3.618 3.881  0.571
112 H 2.318 -2.083 4.139  0.404
113 C 1.330 1.958 0.528  -0.398
114 C 0.153 2.323 1.158  -1.348
115 C -0.924 1.467 1.068  0.132
116 C -0.845 0.188 0.423  -1.205
117 C 0.430 -0.146 -0.111  -0.107
118 C 1.495 0.740 -0.127  -0.416
119 N -1.996 -0.744 0.370  1.356
120 O -1.806 -1.894 0.038  -0.232
121 O -3.104 -0.338 0.724  -0.505
122 H 2.191 2.599 0.644  0.420
123 H 0.051 3.323 1.555  0.527
124 H -1.847 1.842 1.486  0.525
125 H 0.572 -1.064 -0.661  0.718
126 H 2.426 0.523 -0.630  0.596
127 C -5.125 3.648 1.493  -0.110
128 C -5.356 4.980 1.204  -0.142
129 C -6.175 5.350 0.107  -0.585
130 C -6.729 4.381 -0.692  0.159
131 C -6.405 3.025 -0.492  -0.724
132 C -5.600 2.694 0.582  -0.064
133 N -7.599 4.736 -1.851  0.906
134 O -8.082 5.874 -1.818  -0.564
135 O -7.671 3.933 -2.806  -0.538
136 H -4.642 3.369 2.418  0.220
137 H -5.034 5.693 1.949  0.004
138 H -6.390 6.407 0.059  0.430
139 H -6.764 2.212 -1.105  0.466
140 H -5.271 1.693 0.819  0.520
141 C 5.378 2.380 -6.816  -0.517
142 C 4.039 2.170 -6.445  -0.513
143 C 3.751 2.216 -5.087  0.265
144 C 4.769 2.484 -4.113  -0.250
145 C 6.065 2.707 -4.548  -0.127
146 C 6.404 2.577 -5.828  -0.631
147 N 4.453 2.448 -2.649  1.135
148 O 3.333 2.136 -2.227  -0.505
149 O 5.361 2.830 -1.896  -0.526
150 H 5.642 2.134 -7.834  0.348
151 H 3.270 1.995 -7.182  0.462
152 H 2.698 2.070 -4.899  0.050
153 H 6.899 2.891 -3.888  0.421
154 H 7.462 2.705 -6.001  0.396
155 C -0.287 0.662 -3.878  0.179
156 Br -2.154 0.043 -4.069  0.001
157 Br -0.108 2.393 -4.751  -0.051
158 Br 0.780 -0.752 -4.739  0.005
159 H 0.115 0.758 -2.869  -0.123
160 C -2.722 4.812 5.025  -0.201
161 Br -1.643 3.669 3.742  0.095
162 Br -3.494 6.468 4.161  0.000
163 Br -1.341 5.202 6.400  -0.062
164 H -3.488 4.141 5.416  0.249

[2]
Entry from the Open Molecules 2025 dataset: an isolated ion of composition C4H6ClN2O2 and charge +1 in a non-equilibrium geometry (ωB97M-V/def2-TZVPD).

Energy relative to the best compared isomer or geometry (same formula, charge and spin) in kJ/mol: 203.6
Charge: +1
Maximum force in eV Å⁻¹: 3.793
DFT total energy in eV: -23832.829
Highest occupied orbital energy in eV: -13.5969

Each line ends with the Mulliken charge.
Atoms and positions in Å:
1 C 1.392 -0.781 0.308  0.024
2 C 0.239 1.957 0.212  0.632
3 C 1.731 0.324 -0.591  -0.616
4 C -0.795 -1.565 -0.464  -0.272
5 N 0.261 -1.290 0.120  0.080
6 N -2.122 -1.222 0.082  -0.126
7 O -0.690 1.306 -0.221  -0.509
8 O 1.533 1.559 0.184  -0.318
9 Cl -0.008 3.554 0.827  -0.080
10 H 2.006 -1.201 1.200  0.358
11 H 2.719 0.497 -0.822  0.338
12 H 1.123 0.394 -1.401  0.423
13 H -2.789 -1.345 -0.627  0.381
14 H -2.211 -0.303 0.400  0.314
15 H -2.386 -1.883 0.794  0.373

[3]
Entry from the Open Molecules 2025 dataset: a 2-piece molecular cluster, C12H16N2O overall in a non-equilibrium geometry (ωB97M-V/def2-TZVPD).

Energy relative to the best compared isomer or geometry (same formula, charge and spin) in kJ/mol: 79.6
Maximum force in eV Å⁻¹: 2.757
DFT total energy in eV: -17731.300
SMILES: Cc1c[nH]c2ccccc12.CCC(N)=O
Highest occupied orbital energy in eV: -8.2070

Each line ends with the Mulliken charge.
Atoms and positions in Å:
1 C -2.645 -0.601 -0.947  -1.649
2 C -1.299 -1.150 -0.582  1.494
3 C -1.091 -2.043 0.410  -1.287
4 N 0.282 -2.266 0.565  -0.001
5 C 0.931 -1.522 -0.409  0.170
6 C 2.296 -1.535 -0.787  -0.931
7 C 2.612 -0.773 -1.896  -0.341
8 C 1.661 -0.122 -2.728  -0.887
9 C 0.359 -0.135 -2.302  0.035
10 C -0.024 -0.842 -1.171  0.400
11 H -3.154 -1.231 -1.677  0.371
12 H -2.658 0.393 -1.399  0.323
13 H -3.244 -0.514 -0.038  0.420
14 H -1.732 -2.765 0.898  0.370
15 H 0.676 -2.923 1.205  0.137
16 H 2.946 -2.168 -0.191  0.377
17 H 3.682 -0.553 -1.918  0.327
18 H 2.057 0.527 -3.488  0.362
19 H -0.409 0.335 -2.911  0.390
20 C -0.012 3.255 0.250  -1.233
21 C -0.068 1.846 0.832  0.627
22 C -0.593 1.693 2.185  0.233
23 N -0.661 0.370 2.653  -0.274
24 O -0.974 2.549 2.958  -0.664
25 H -0.730 3.418 -0.552  0.285
26 H 0.963 3.374 -0.238  0.320
27 H 0.044 4.021 1.028  0.347
28 H -0.397 1.075 0.141  -0.311
29 H 0.985 1.530 0.943  0.185
30 H -0.902 0.356 3.631  0.214
31 H -0.309 -0.505 2.298  0.187